# 1
Here is 2 unconnected molecules or ions with the total composition C4H13NS at a distorted geometry from the OMol25 dataset. Energies are from ωB97M-V/def2-TZVPD.

Results
Relative energy (zero: lowest compared OMol25 entry of this formula, charge and spin) (kcal/mol): 18.1
Gap between HOMO and LUMO (eV): 9.37
DFT total energy (eV): -16683.308
Strongest force on any atom (eV/Å): 1.2

```
! wB97M-V def2-TZVPD RIJCOSX def2/J DEFGRID3
* xyz 0 1
C 0.573 1.860 1.544
N 1.760 2.605 1.106
C 1.619 4.041 1.057
H -0.241 1.803 0.811
H 0.944 0.863 1.703
H 0.169 2.314 2.434
H 2.086 2.245 0.221
H 1.005 4.432 0.235
H 2.616 4.485 1.012
H 1.242 4.426 2.008
C -0.923 -2.205 -2.147
S -2.460 -2.923 -1.537
C -1.751 -4.255 -0.522
H -1.203 -1.600 -2.999
H -0.307 -2.996 -2.567
H -0.398 -1.576 -1.434
H -0.764 -4.456 -0.922
H -1.650 -3.877 0.496
H -2.318 -5.184 -0.500
*
```

Atom charges from the natural (NBO) analysis, given in e for atoms 1 to 5: -0.411, -0.625, -0.417, 0.161, 0.197

# 2
Here is 2 unconnected molecules or ions with the total composition C3H11N2O at a distorted geometry from the OMol25 dataset. Energies are from ωB97M-V/def2-TZVPD.

Results
Relative energy (zero: lowest compared OMol25 entry of this formula, charge and spin) (kcal/mol): 13.3
Gap between HOMO and LUMO (eV): 11.95
DFT total energy (eV): -8311.217
Strongest force on any atom (eV/Å): 1.9

```
! wB97M-V def2-TZVPD RIJCOSX def2/J DEFGRID3
* xyz 1 1
C -0.347 -2.076 -0.640
C 0.788 -1.368 0.106
N -0.199 1.837 1.747
C 0.211 0.914 0.913
N 0.405 -0.361 1.103
H -0.847 -2.759 0.042
H -1.034 -1.343 -1.056
H 0.135 -2.621 -1.446
H 1.446 -2.074 0.605
H 1.405 -0.820 -0.612
H -0.382 1.725 2.720
H -0.312 2.760 1.345
H 0.507 1.236 -0.083
H 0.275 -0.654 2.063
H -1.417 1.709 -2.201
H -0.139 2.272 -2.609
O -0.495 1.622 -1.997
*
```

Atom charges from the natural (NBO) analysis, given in e for atoms 1 to 5: -0.613, -0.216, -0.719, 0.390, -0.497

# 3
Here is 9 unconnected molecules or ions with the total composition H18O9 at a distorted geometry from the OMol25 dataset. Energies are from ωB97M-V/def2-TZVPD.

Results
Relative energy (zero: lowest compared OMol25 entry of this formula, charge and spin) (kcal/mol): 115.7
Gap between HOMO and LUMO (eV): 10.15
DFT total energy (eV): -18717.119
Strongest force on any atom (eV/Å): 13.6

```
! wB97M-V def2-TZVPD RIJCOSX def2/J DEFGRID3
* xyz 0 1
O -1.358 -1.558 2.385
H -1.201 -2.426 1.997
H -2.277 -1.467 2.104
O -2.536 1.038 -1.340
H -2.832 1.227 -0.368
H -1.692 0.607 -1.282
O 0.782 0.237 -3.231
H 0.725 0.178 -2.410
H 0.188 -0.483 -3.687
O -0.530 2.045 1.903
H -0.707 2.385 1.071
H 0.194 2.565 2.303
O -0.095 -0.039 -0.689
H 0.197 -0.334 0.199
H -0.135 -0.925 -0.948
O -0.759 -2.508 -1.283
H -1.783 -2.610 -1.247
H -0.598 -3.462 -1.347
O 3.541 -1.082 1.356
H 2.788 -0.497 1.506
H 3.335 -1.587 0.698
O 0.958 -0.510 1.862
H 0.870 0.171 2.410
H 0.357 -1.233 2.168
O 1.100 3.247 -1.548
H 0.346 2.738 -1.247
H 1.123 4.281 -1.334
*
```

Atom charges from the natural (NBO) analysis, given in e for atoms 1 to 5: -0.937, 0.467, 0.488, -0.970, 0.459

# 4
Here is C2H4N2OS in the gas phase at a distorted geometry from the OMol25 dataset. Energies are from ωB97M-V/def2-TZVPD.

Results
Relative energy (zero: lowest compared OMol25 entry of this formula, charge and spin) (kcal/mol): 87.8
Gap between HOMO and LUMO (eV): 8.55
DFT total energy (eV): -17998.852
Strongest force on any atom (eV/Å): 8.3

```
! wB97M-V def2-TZVPD RIJCOSX def2/J DEFGRID3
* xyz 0 1
H 1.521 -0.579 -1.339
N 1.323 -0.927 -0.351
C 0.307 -0.131 -0.312
N -0.165 0.289 -1.526
C -0.377 -0.160 0.990
O 0.128 -0.830 2.005
S -1.731 0.842 1.081
H -0.896 1.059 -1.264
H 0.612 1.168 -1.984
H -0.722 -0.732 2.700
*
```

Atom charges from the natural (NBO) analysis, given in e for atoms 1 to 5: 0.324, -0.522, 0.241, -0.809, 0.237

# 5
Here is a molecular structure, C18H14FN6O8V from the OMol25 dataset. Energies are from ωB97M-V/def2-TZVPD.

Results
Relative energy (zero: lowest compared OMol25 entry of this formula, charge and spin) (kcal/mol): 0.0
Gap between HOMO and LUMO (alpha / beta) (eV): 5.16 / 5.15
DFT total energy (eV): -72601.597
Strongest force on any atom (eV/Å): 0.8

```
! wB97M-V def2-TZVPD RIJCOSX def2/J DEFGRID3
* xyz 2 1
V -0.646 -1.150 0.693
O 1.494 -0.934 -2.641
C 1.184 -0.999 -1.497
N -0.177 -1.226 -1.073
C -1.068 -1.654 -2.144
C -2.430 -1.689 -1.552
C -3.594 -1.915 -2.252
C -4.800 -1.848 -1.572
C -4.809 -1.559 -0.211
C -3.616 -1.360 0.443
N -2.441 -1.438 -0.226
C 2.074 -0.902 -0.314
C 3.439 -0.756 -0.365
C 4.123 -0.695 0.848
C 3.417 -0.770 2.039
C 2.038 -0.904 2.007
N 1.397 -0.981 0.836
H -0.768 -2.638 -2.520
H -1.000 -0.952 -2.980
H -3.557 -2.096 -3.317
H -5.729 -2.001 -2.105
H -5.734 -1.493 0.345
H -3.572 -1.129 1.498
H 3.938 -0.698 -1.323
H 5.199 -0.586 0.859
H 3.920 -0.724 2.994
H 1.447 -0.953 2.913
F -1.435 1.857 -3.129
C -2.079 1.960 -1.972
C -1.493 2.463 -0.885
N -2.145 2.494 0.337
C -1.402 2.796 1.533
C -0.404 1.712 1.878
O 0.538 1.714 2.575
O -0.774 0.469 1.249
C -3.453 2.032 0.488
O -3.982 1.916 1.565
N -4.055 1.654 -0.694
C -3.466 1.488 -1.946
O -4.047 0.983 -2.871
H -0.480 2.844 -0.909
H -2.114 2.867 2.361
H -0.862 3.741 1.467
H -5.032 1.398 -0.614
O -1.482 -1.920 2.330
N -1.236 -3.156 1.959
O -1.758 -4.106 2.379
O -0.383 -3.143 0.984
*
```

Atom charges from the natural (NBO) analysis, given in e for atoms 1 to 5: 1.354, -0.418, 0.658, -0.431, -0.297

# 6
Here is a gas-phase ion, C6H7BrN3 (charge +1) at a distorted geometry from the OMol25 dataset. Energies are from ωB97M-V/def2-TZVPD.

Results
Relative energy (zero: lowest compared OMol25 entry of this formula, charge and spin) (kcal/mol): 59.4
Gap between HOMO and LUMO (eV): 7.40
DFT total energy (eV): -80836.349
Strongest force on any atom (eV/Å): 5.2

```
! wB97M-V def2-TZVPD RIJCOSX def2/J DEFGRID3
* xyz 1 1
C 1.339 -0.845 -1.780
C 1.157 0.098 -0.899
Br 2.049 -0.353 0.914
C 0.629 1.498 -0.931
C -0.523 1.673 -0.246
C -1.293 0.504 0.264
N -1.175 0.634 1.719
C -0.889 -0.531 2.075
N -0.655 -1.448 0.938
N -0.814 -0.731 -0.151
H 1.850 -1.859 -1.587
H 1.254 -0.816 -2.892
H 1.226 2.335 -1.243
H -0.995 2.617 -0.212
H -2.324 0.631 0.057
H -0.742 -1.123 3.023
H -0.094 -2.283 0.950
*
```

Atom charges from the natural (NBO) analysis, given in e for atoms 1 to 5: -0.304, -0.051, -0.006, -0.232, -0.108